Entry 1:
ORCA calculation (the ωB97M-V functional and the def2-TZVPD basis) on a molecular structure, C20H51Hg2NO20 in a non-equilibrium geometry.

Computed properties:
DFT total energy, eV: -72339.9318
Strongest force on any atom, hartree/bohr: 0.1044
HOMO-LUMO gap, eV: 3.53

ORCA input file:
```
! RIJCOSX wB97M-V def2-TZVPD def2/J DEFGRID3
* xyz 0 1
Hg 0.12931 -1.68481 -2.79411
Hg -1.54343 -2.87787 2.36708
C 0.46887 -0.19247 0.56920
O -0.13432 0.16754 1.59751
O 0.54633 0.47219 -0.46547
O 0.72835 -1.38535 0.43296
C -3.30506 -2.59030 -0.90100
O -3.01290 -1.89674 -1.82050
O -3.80429 -2.21130 0.15596
O -2.52260 -3.52379 -0.70555
C 5.59522 -0.66102 1.85320
C 7.11606 -0.56328 1.99092
O 7.86409 -0.74924 0.71272
O 5.04458 -1.85517 1.34823
H 5.22805 0.18908 1.27822
H 5.04248 -0.59915 2.79062
H 7.46411 -1.31715 2.69706
H 7.49378 0.34474 2.46097
H 8.81104 -0.76883 0.86926
H 4.09066 -1.76023 1.29708
C 0.48874 2.50984 -5.04693
C 0.59858 3.71429 -4.11426
O 1.37644 3.51130 -2.95462
O -0.35373 1.48749 -4.54055
H 1.44373 2.08137 -5.35106
H 0.08272 2.96762 -5.94897
H -0.37352 4.15708 -3.89736
H 1.15450 4.42181 -4.72946
H 1.15307 2.67320 -2.54317
H -1.17130 1.86062 -4.20299
C -4.40082 3.18507 -1.02618
C -3.54519 4.37491 -0.62420
O -2.65550 3.90361 0.33814
O -3.62130 2.37047 -1.92383
H -5.36473 3.37307 -1.49910
H -4.65730 2.68592 -0.09174
H -4.13565 5.15669 -0.14640
H -3.06121 4.76606 -1.51910
H -2.17115 3.12643 0.05005
H -3.49475 1.47761 -1.59461
C -5.64436 4.85608 4.23446
C -5.35965 3.33965 4.24006
O -3.96524 2.96442 4.01580
O -5.02354 5.43422 5.37864
H -6.71794 5.03023 4.16238
H -5.18012 5.33937 3.37480
H -5.88828 2.90996 3.38917
H -5.74239 2.90160 5.16186
H -3.66915 3.16903 3.12581
H -4.09298 5.20779 5.44480
C -4.45715 -1.81564 5.06691
C -4.47311 -3.35153 5.32760
O -3.71988 -4.11096 4.36877
O -3.16053 -1.42033 4.81666
H -4.79188 -1.28385 5.95756
H -5.20565 -1.62308 4.29829
H -5.46179 -3.80630 5.38910
H -4.00200 -3.61384 6.27489
H -3.96542 -5.03903 4.36500
H -3.24986 -0.47499 4.67547
C 1.61142 2.43346 5.78096
C 2.78955 3.15264 5.24105
O 2.86365 3.13665 3.85091
O 1.51159 1.11183 5.27752
H 0.73079 3.01072 5.49924
H 1.72617 2.34064 6.86093
H 3.74745 2.80153 5.62480
H 2.81087 4.16730 5.63870
H 2.24057 2.48576 3.51965
H 1.04711 0.97133 4.44920
C 3.06588 -4.69958 -2.65945
O 1.79645 -4.25148 -3.18824
C 1.35747 -5.08148 -4.25210
C 0.29856 -4.41300 -5.17071
N 0.50169 -3.00062 -5.45209
C 1.68215 -2.63554 -6.25747
C 2.97779 -2.51603 -5.44619
O 2.71822 -1.70825 -4.30447
C 3.85509 -1.18891 -3.61058
H 3.78768 -4.15283 -3.26621
H 3.23807 -5.77472 -2.70966
H 3.09925 -4.30294 -1.64473
H 1.06957 -6.08681 -3.94463
H 2.21758 -5.29720 -4.88597
H -0.64802 -4.59838 -4.66304
H 0.24726 -4.88310 -6.15278
H -0.22221 -2.69821 -6.08818
H 1.44595 -1.65756 -6.67682
H 1.96456 -3.21995 -7.13315
H 3.64467 -2.00178 -6.13821
H 3.53592 -3.41631 -5.18910
H 3.50629 -0.30126 -3.08285
H 4.58753 -0.80147 -4.31875
H 4.37236 -1.87861 -2.94360
*
```

***

Entry 2:
ORCA calculation (the ωB97M-V functional and the def2-TZVPD basis) on 4 unconnected molecules or ions with the total composition C20H51N5O8P.

Computed properties:
DFT total energy, eV: -54682.8547
ΔE to the lowest compared entry with this formula, charge and spin, kcal/mol: 0.0
Strongest force on any atom, hartree/bohr: 0.0159
HOMO-LUMO gap, eV: 6.33

ORCA input file:
```
! RIJCOSX wB97M-V def2-TZVPD def2/J DEFGRID3
* xyz -1 1
N -1.82418 1.46942 0.27411
P -2.96078 0.64192 -0.43952
C -4.70802 1.17059 -0.27984
N -5.45800 0.10149 0.38907
C -4.89144 2.52011 0.50972
O -5.18726 3.50416 -0.18815
O -4.72824 2.38154 1.73561
H -1.34414 0.88189 0.94559
H -2.79022 0.55925 -1.84362
H -3.03247 -0.70686 -0.05600
H -5.07729 1.31745 -1.29601
H -5.55434 0.39157 1.35911
H -6.39139 0.03053 0.00540
C -5.89872 -0.91705 8.23381
O -5.11428 -1.72535 7.38717
C -5.59496 -3.04777 7.20181
C -6.10172 -3.26501 5.79413
N -7.32970 -2.52439 5.55387
C -7.78719 -2.53071 4.16785
C -6.90174 -1.87809 3.11445
O -6.79362 -0.48155 3.24628
C -5.77198 -0.00231 4.10325
H -5.34700 0.00742 8.39312
H -6.87273 -0.67112 7.79610
H -6.06709 -1.40049 9.20282
H -6.38283 -3.27259 7.92880
H -4.75824 -3.72886 7.38400
H -6.30665 -4.33275 5.66086
H -5.29122 -2.99435 5.10297
H -7.19538 -1.56405 5.84570
H -8.75447 -2.02283 4.14077
H -7.96493 -3.57172 3.87373
H -7.36966 -2.05305 2.14155
H -5.90391 -2.33272 3.06682
H -4.91065 -0.67710 4.10735
H -6.12429 0.13206 5.13272
H -5.45513 0.96616 3.71323
C 5.62698 -0.04834 1.93640
O 4.64988 0.83861 2.42786
C 4.87493 2.20827 2.11991
C 3.86019 2.73280 1.13070
N 4.05394 2.14069 -0.18416
C 3.00602 2.45040 -1.15522
C 1.59404 1.96120 -0.87362
O 1.46522 0.55452 -0.92738
C 1.74306 -0.13925 0.26631
H 5.40998 -1.02885 2.35696
H 5.61340 -0.12644 0.84290
H 6.63359 0.25340 2.24729
H 5.89042 2.34589 1.73341
H 4.78444 2.77329 3.05195
H 3.98444 3.81740 1.04935
H 2.85955 2.54615 1.54377
H 4.11125 1.13499 -0.08007
H 3.31777 2.01151 -2.10525
H 2.97889 3.53645 -1.29335
H 0.94472 2.34796 -1.66174
H 1.18461 2.34606 0.06638
H 1.49676 0.46258 1.14585
H 2.79118 -0.45672 0.33775
H 1.12184 -1.03550 0.27477
C 5.38264 -0.45454 -9.03746
O 6.33215 -0.35527 -7.99922
C 6.47966 0.94794 -7.44916
C 5.95547 1.01594 -6.03351
N 4.50788 0.88934 -6.00078
C 3.93154 0.75982 -4.66532
C 4.30480 -0.45688 -3.83045
O 3.82347 -1.68446 -4.34391
C 4.64306 -2.31147 -5.30483
H 5.47002 -1.45551 -9.45650
H 4.35572 -0.31066 -8.68338
H 5.57925 0.27660 -9.82873
H 5.97166 1.68493 -8.07907
H 7.54790 1.18286 -7.44262
H 6.23226 1.98488 -5.60591
H 6.47186 0.23895 -5.45063
H 4.23727 0.08562 -6.55337
H 2.84529 0.75773 -4.78020
H 4.18704 1.65834 -4.09565
H 3.82931 -0.33386 -2.85362
H 5.38717 -0.52290 -3.65630
H 5.70380 -2.11432 -5.11913
H 4.40786 -2.00032 -6.32809
H 4.46880 -3.38533 -5.23239
*
```

***

Entry 3:
ORCA calculation (the ωB97M-V functional and the def2-TZVPD basis) on 5 unconnected molecules or ions with the total composition C20H52FN4O13S4.

Computed properties:
DFT total energy, eV: -100212.2496
Strongest force on any atom, hartree/bohr: 0.0174
HOMO-LUMO gap, eV: 9.51

ORCA input file:
```
! RIJCOSX wB97M-V def2-TZVPD def2/J DEFGRID3
* xyz 1 1
C 0.61798 -0.77903 3.46335
N 1.62224 0.20177 3.06182
C 1.60680 0.69516 1.74525
N 1.94169 -0.29942 0.61704
C 0.88395 -1.28571 0.11823
O -0.23272 -0.61775 -0.32675
C 1.66866 -1.99290 -0.98703
N 0.99171 -3.20512 -1.38222
C 3.09176 -2.14937 -0.37475
C 4.24382 -2.06484 -1.38256
C 5.35839 -3.08243 -1.12311
N 6.08193 -2.95157 0.13615
C 3.14484 -1.15715 0.80080
F 4.19997 -0.31549 0.84975
H 0.49796 -0.75622 4.55122
H 0.85370 -1.81589 3.17654
H -0.34685 -0.50245 3.02183
H 2.55090 -0.02409 3.39090
H 2.34441 1.49617 1.62610
H 0.61898 1.09770 1.48374
H 2.11367 0.29052 -0.20584
H 0.68869 -2.00658 0.92753
H -0.78107 -0.29905 0.40188
H 1.69921 -1.33838 -1.87052
H 0.86760 -3.84663 -0.60712
H 1.48996 -3.69194 -2.11737
H 3.10830 -3.15512 0.07954
H 4.68467 -1.05620 -1.36505
H 3.84772 -2.22875 -2.39580
H 4.92866 -4.09229 -1.14727
H 6.06326 -3.02930 -1.96042
H 5.57748 -3.32681 0.92880
H 6.35716 -1.99886 0.33871
H 3.03489 -1.66762 1.76259
O 5.45085 -3.97279 -4.30330
S 6.27984 -3.36883 -5.31016
O 6.17800 -1.95601 -5.51224
O 6.07745 -4.14330 -6.66902
C 4.72595 -4.29730 -7.18215
C 4.16934 -3.02476 -7.77906
C 7.95951 -3.80854 -5.04567
H 4.09736 -4.68803 -6.38126
H 4.83258 -5.07248 -7.93685
H 4.02805 -2.25169 -7.02591
H 3.20480 -3.24387 -8.23743
H 4.83912 -2.63406 -8.54407
H 8.02566 -4.88246 -4.89891
H 8.28151 -3.27586 -4.15325
H 8.53943 -3.48777 -5.90655
O -2.25176 4.28695 -2.72717
S -1.20008 4.93969 -2.00233
O -0.03222 5.37091 -2.69995
O -0.80771 3.95583 -0.80761
C -0.40500 2.62029 -1.18788
C 1.05819 2.54367 -1.57471
C -1.83955 6.25285 -1.03084
H -1.04641 2.25068 -1.98741
H -0.62264 2.02503 -0.30463
H 1.26940 3.10949 -2.47958
H 1.31107 1.49847 -1.77386
H 1.69481 2.94249 -0.78136
H -2.70305 5.89878 -0.47503
H -2.12543 7.03403 -1.73229
H -1.05631 6.60788 -0.36678
O -2.73006 0.27402 -0.50432
S -3.65763 1.15174 0.15612
O -3.25345 1.66721 1.43510
O -5.05986 0.44691 0.26639
C -5.11666 -0.88716 0.84933
C -4.91732 -0.87031 2.34778
C -4.09869 2.47435 -0.90375
H -4.38716 -1.51709 0.33942
H -6.10970 -1.23828 0.58149
H -3.91361 -0.53916 2.60926
H -5.06409 -1.87123 2.75298
H -5.62752 -0.19354 2.81941
H -4.38833 2.08611 -1.87608
H -3.19785 3.06961 -1.00596
H -4.89951 3.05070 -0.44862
O -5.61396 2.25096 7.96302
S -6.71756 1.91754 7.11387
O -6.74807 0.62616 6.49643
O -6.86076 3.04461 6.00389
C -5.66522 3.39223 5.26322
C -5.25244 2.32486 4.27529
C -8.23985 2.20910 7.93834
H -4.86917 3.61431 5.97512
H -5.93244 4.31894 4.76001
H -4.95903 1.40713 4.78230
H -4.40843 2.67174 3.67890
H -6.07911 2.08922 3.60404
H -8.21500 3.19849 8.38517
H -8.32253 1.44140 8.70461
H -9.04803 2.11577 7.21851
*
```

***

Entry 4:
ORCA calculation (the ωB97M-V functional and the def2-TZVPD basis) on 7 unconnected molecules or ions with the total composition C20H52N5O7S6 in a non-equilibrium geometry.

Computed properties:
DFT total energy, eV: -108357.9566
Strongest force on any atom, hartree/bohr: 0.1067
HOMO-LUMO gap, eV: 4.57

ORCA input file:
```
! RIJCOSX wB97M-V def2-TZVPD def2/J DEFGRID3
* xyz 1 1
C -4.15722 -5.77915 2.36715
O -3.23260 -6.57395 1.53306
C -1.98309 -5.80202 1.24771
C -1.14369 -6.35624 -0.04522
C -1.25959 -7.82486 -0.75000
N -0.55025 -8.44742 -1.88579
N 0.36411 -7.69066 -2.54131
C 0.61999 -6.28908 -2.10546
C -0.00724 -5.43416 -0.86566
C 0.37245 -3.89176 -0.43355
C 1.97931 -3.64349 -0.15343
N 2.15814 -2.12251 0.03656
N 2.45389 -4.33644 1.11041
N 2.88436 -4.03224 -1.30274
H -3.81475 -5.67969 3.48765
H -5.18001 -6.38513 2.39594
H -4.28455 -4.70817 1.90193
H -2.17533 -4.64291 1.22632
H -1.29039 -5.99214 2.20070
H -2.07986 -8.53392 -0.24411
H 0.88363 -8.11541 -3.36496
H 1.41434 -5.69331 -2.77043
H -0.10754 -3.07203 -1.15645
H -0.16453 -3.70840 0.61690
H 1.67443 -1.72589 -0.82458
H 1.54276 -1.90105 0.85042
H 1.64254 -4.39863 1.76925
H 2.84499 -5.28890 0.92332
H 2.46692 -3.81988 -2.23515
H 3.23898 -5.01111 -1.22841
C 3.07670 0.44905 -3.30966
S 1.88434 1.28565 -2.23655
O 1.19888 0.23287 -1.41755
C 0.74671 1.77285 -3.55726
H 3.86835 0.02732 -2.68473
H 2.58518 -0.35653 -3.86103
H 3.51303 1.16930 -4.00558
H 0.39569 0.88837 -4.09394
H 1.25610 2.45177 -4.24535
H -0.10569 2.28631 -3.10712
C 3.19287 3.47136 0.65375
S 2.22862 4.45508 -0.51915
O 3.00570 4.51826 -1.80022
C 2.45109 6.03797 0.32987
H 3.22141 2.43819 0.29760
H 4.21295 3.85832 0.71907
H 2.71617 3.50010 1.63629
H 3.51514 6.27050 0.41519
H 1.99746 5.98626 1.32255
H 1.95524 6.81614 -0.25444
C -9.46187 -4.31218 4.77935
S -7.93246 -5.19721 4.39100
O -6.85886 -4.17133 4.18145
C -8.45588 -5.77715 2.75835
H -9.34571 -3.83183 5.75448
H -9.65641 -3.54829 4.02225
H -10.29401 -5.01862 4.82322
H -8.71130 -4.92585 2.12305
H -9.31952 -6.43784 2.86563
H -7.62996 -6.33160 2.30748
C 3.24644 5.35110 -4.76882
S 3.20146 7.09255 -5.25719
O 1.76862 7.45093 -5.51701
C 4.00366 6.86204 -6.86317
H 2.75688 5.25160 -3.79644
H 2.71525 4.74104 -5.50382
H 4.28408 5.01992 -4.68470
H 3.42771 6.16116 -7.47195
H 5.01768 6.48362 -6.71334
H 4.04938 7.82917 -7.36855
C 1.95802 1.19922 4.73281
S 3.48742 0.31419 4.34446
O 4.56103 1.34007 4.13491
C 2.96401 -0.26575 2.71181
H 2.07418 1.67957 5.70794
H 1.76348 1.96311 3.97571
H 1.12587 0.49278 4.77668
H 2.70859 0.58555 2.07650
H 2.10037 -0.92644 2.81909
H 3.78992 -0.82020 2.26094
C -0.71958 9.06180 1.76413
S -1.46899 7.43862 2.04133
O -0.42564 6.40358 1.74286
C -2.59275 7.50175 0.62393
H 0.05143 9.22112 2.52260
H -0.26249 9.10001 0.77208
H -1.48171 9.83894 1.85718
H -2.02364 7.63418 -0.29917
H -3.29630 8.32776 0.75285
H -3.14451 6.56030 0.57825
*
```

***

Entry 5:
ORCA calculation (the ωB97M-V functional and the def2-TZVPD basis) on a molecular structure, C20H53CuN4O11 in a non-equilibrium geometry.

Computed properties:
DFT total energy, eV: -94708.3425
Strongest force on any atom, hartree/bohr: 0.0565
HOMO-LUMO gap (alpha / beta), eV: 5.62 / 6.71

ORCA input file:
```
! RIJCOSX wB97M-V def2-TZVPD def2/J DEFGRID3
* xyz 0 3
Cu -1.01123 -2.58247 -1.79599
N -1.09059 0.86503 -0.37280
O -0.12923 1.60595 -0.56133
O -2.03487 1.28761 0.30493
O -0.93837 -0.28592 -0.77630
C 3.15202 -0.83382 0.79637
O 2.25075 -1.26750 -0.22615
C 2.71518 -0.92041 -1.55673
C 2.05212 -1.61903 -2.75494
N 0.67888 -1.19266 -2.91286
C 0.40630 -1.07819 -4.32957
C -1.11872 -0.78332 -4.50508
O -1.90480 -1.32536 -3.44018
C -3.29399 -0.95523 -3.56974
H 4.09915 -1.34783 0.63254
H 2.73110 -1.01530 1.78531
H 3.09557 0.24473 0.64923
H 3.78406 -1.11042 -1.65420
H 2.45181 0.13526 -1.62229
H 2.08489 -2.70777 -2.71435
H 2.74659 -1.22996 -3.49955
H 0.72296 -0.26505 -2.51574
H 0.51270 -2.04787 -4.81587
H 1.06744 -0.32068 -4.75049
H -1.42761 -1.02377 -5.52236
H -1.22913 0.30074 -4.53178
H -3.46572 0.11206 -3.43009
H -3.84798 -1.57860 -2.86789
H -3.61629 -1.18046 -4.58635
C 1.27881 0.79590 5.06196
O 0.36140 -0.06114 4.45188
C -0.33423 0.49599 3.22482
C -0.96928 1.86989 3.47161
N 0.01907 2.90328 3.33351
C -0.48430 4.05262 2.59218
C 0.62520 5.09546 2.37659
O 1.44826 4.75056 1.27806
C 1.04019 4.95553 -0.11270
H 1.99440 0.33384 5.74205
H 0.77828 1.45002 5.77589
H 1.91353 1.21009 4.27859
H -1.17703 -0.17330 3.05208
H 0.29628 0.43771 2.33760
H -1.52211 2.01281 4.40008
H -1.76409 2.05604 2.74930
H 0.69648 2.44061 2.74431
H -1.45492 4.44912 2.89015
H -0.90971 3.77073 1.62903
H 1.17843 5.28216 3.29701
H 0.13504 5.98805 1.98785
H 1.51736 5.81532 -0.58296
H -0.03801 5.11198 -0.07939
H 1.19081 4.00959 -0.63290
C 3.75843 -4.93919 2.33721
O 2.54149 -5.22722 1.64356
C 2.57477 -4.56841 0.32009
C 1.25879 -4.55765 -0.41408
N 0.22817 -3.49891 -0.13181
C -0.54930 -3.90243 1.06124
C -1.67083 -2.82708 1.28085
O -2.44203 -2.65086 0.05115
C -3.74755 -2.16502 0.19536
H 4.59992 -5.52658 1.96983
H 3.68561 -5.38748 3.32808
H 4.00725 -3.88603 2.46782
H 3.27508 -4.95556 -0.42004
H 2.89352 -3.52639 0.34641
H 0.84698 -5.56129 -0.52007
H 1.51034 -4.57830 -1.47446
H 0.72155 -2.65552 0.12390
H 0.09258 -4.01331 1.93520
H -1.12577 -4.80669 0.86608
H -1.18881 -1.92160 1.64942
H -2.25345 -3.16376 2.13835
H -3.67790 -1.13709 0.55118
H -4.31327 -2.65115 0.99018
H -4.32261 -2.10603 -0.72872
C -4.26463 4.12323 0.22359
O -2.99155 3.96607 -0.42982
H -4.63076 5.05297 -0.21189
H -4.99981 3.37786 -0.07975
H -4.16285 4.07562 1.30778
H -2.59960 3.16370 -0.07744
C 0.30329 3.53033 -3.64432
O -0.13087 2.25339 -3.26071
H 0.19586 4.17412 -2.77133
H 1.37056 3.53397 -3.86575
H -0.21469 3.91361 -4.52346
H 0.15918 2.11588 -2.35597
*
```